[1]
ORCA calculation (wB97M-V/def2-TZVPD) on a molecular structure, C19H20BiF5N5O6PS2 in a non-equilibrium geometry.

Spin multiplicity: 2
Calculated total energy, eV: -90152.2437
Orbital gap (alpha / beta), eV: 4.72 / 7.71
HOMO energy (alpha / beta), eV: -2.771 / -5.760
Net charge: -1
Largest force on an atom, eV Å⁻¹: 1.129
⟨S²⟩: 0.7737
Relative energy (zero: lowest compared OMol25 entry of this formula, charge and spin), kcal per mole: 0.0
Lowest unoccupied orbital energy (alpha / beta), eV: 2.0 / 2.0

The geometry in XYZ format:
```
59
Properties=species:S:1:pos:R:3:lowdin_spin:R:1
Bi -0.73599 -1.24075 0.81029 0.001
N 1.05666 -4.29262 -2.87846 0.000
C 1.04837 -5.50941 -2.24366 0.000
C 0.04924 -5.39847 -1.32958 0.000
N -0.54551 -4.16351 -1.37024 0.000
C 0.11685 -3.51787 -2.31161 0.000
C -0.12082 -2.15382 -2.74781 0.000
N -0.45779 -1.13787 -2.00040 0.001
C -0.47087 -0.04145 -2.82901 0.001
C -0.12698 -0.40500 -4.08505 0.001
N 0.10711 -1.75625 -4.01801 0.000
H 1.79824 -3.91839 -3.43994 0.000
H 1.74225 -6.28974 -2.47662 0.000
H -0.28780 -6.12810 -0.62168 0.000
H -0.71799 0.93256 -2.42461 0.001
H -0.02026 0.13842 -5.00107 0.000
H 0.22471 -2.39649 -4.79389 0.000
C 1.20455 -0.38234 6.06434 0.000
C 1.23100 1.13848 5.94274 0.000
O 0.63636 1.60953 4.73164 0.000
P 1.05346 0.90374 3.32198 0.000
S -0.68717 -0.36952 3.26087 0.005
S 1.96441 -0.77271 0.36611 0.000
O 0.62176 2.12907 2.36936 0.000
C 1.41213 2.56630 1.24133 0.000
C 2.80639 2.95912 1.63423 0.000
H 1.72156 -0.68309 6.97076 0.000
H 1.70839 -0.85187 5.21968 0.000
H 0.18976 -0.76399 6.10490 0.000
H 2.27361 1.49484 6.02306 0.000
H 0.68326 1.58724 6.77843 0.000
H 0.81925 3.38402 0.81482 0.000
H 1.41513 1.75688 0.49148 0.000
H 2.79810 3.61036 2.49666 0.000
H 3.30148 3.46264 0.79253 0.000
H 3.39039 2.07453 1.86819 0.000
O -0.89629 0.78689 0.11585 0.037
C -2.19194 0.74110 -0.12837 0.089
O -2.74921 -0.33938 0.24992 0.053
C -2.85352 1.76908 -0.85286 0.111
C -4.20222 1.64339 -1.26876 0.041
C -4.76656 2.52822 -2.14369 0.050
C -3.98873 3.58705 -2.67464 0.104
C -2.68178 3.79580 -2.20035 0.045
C -2.14338 2.90985 -1.31482 0.040
N -4.53039 4.42365 -3.63649 0.116
O -3.82860 5.35001 -4.09198 0.147
O -5.71410 4.24384 -3.99989 0.144
H -4.80897 0.83299 -0.91807 0.002
H -5.75709 2.39031 -2.55696 0.005
H -2.12618 4.65339 -2.53419 0.005
H -1.14175 3.04353 -0.96161 0.002
F 2.71169 -3.06078 -0.79747 0.000
C 2.49075 -2.45978 0.44804 0.000
F 1.56424 -3.30004 1.00591 0.000
C 3.78582 -2.71886 1.20510 0.000
F 4.15401 -4.00740 1.15390 0.000
F 4.77600 -1.98068 0.66923 0.000
F 3.69497 -2.40666 2.50047 0.000
```

[2]
ORCA calculation (wB97M-V/def2-TZVPD) on a single C26H32N2O7 molecule in a non-equilibrium geometry.

Calculated total energy, eV: -44792.9247
Orbital gap, eV: 7.72
SMILES string: CCOc1ccc([C@H]2C(C(=O)c3ccc(C)o3)=C(O)C(=O)N2CCN2CCOCC2)cc1OCC
HOMO energy, eV: -7.832
Largest force on an atom, eV Å⁻¹: 1.498
Relative energy (zero: lowest compared OMol25 entry of this formula, charge and spin), kcal per mole: 2.9
Lowest unoccupied orbital energy, eV: -0.1

The geometry in XYZ format:
```
67
Properties=species:S:1:pos:R:3:nbo_charge:R:1
C 4.80251 4.00366 -4.36068 -0.617
C 4.28468 2.80310 -3.58385 -0.060
O 3.10121 3.20126 -2.92518 -0.487
C 2.43262 2.29247 -2.16923 0.271
C 2.82262 0.98009 -1.96365 -0.283
C 2.05578 0.12762 -1.18169 -0.226
C 0.90888 0.59021 -0.56711 -0.050
C 0.05887 -0.33818 0.27247 -0.064
C -0.74029 -1.29409 -0.59265 -0.139
C -1.72070 -0.78142 -1.55254 0.495
O -1.71316 0.38152 -1.93268 -0.562
C -2.74072 -1.70874 -2.02688 0.133
C -3.60326 -1.56603 -3.09249 -0.205
C -4.40219 -2.72169 -3.10942 -0.335
C -3.99000 -3.48851 -2.04879 0.333
C -4.46124 -4.80634 -1.55229 -0.656
O -2.99361 -2.87863 -1.39622 -0.383
C -0.31436 -2.54947 -0.33417 0.290
O -0.60316 -3.73712 -0.86268 -0.632
C 0.70212 -2.50949 0.75161 0.615
O 1.24791 -3.49872 1.21614 -0.651
N 0.86784 -1.22137 1.08060 -0.388
C 1.74631 -0.75769 2.11681 -0.235
C 0.97723 -0.05995 3.25076 -0.230
N -0.26703 -0.74837 3.53792 -0.454
C -0.12974 -2.06998 4.13467 -0.262
C 0.21072 -2.00761 5.62831 -0.089
O -0.74505 -1.24729 6.34079 -0.528
C -0.85263 0.05829 5.81575 -0.089
C -1.21225 0.02691 4.32432 -0.241
C 0.51501 1.91001 -0.75377 -0.222
C 1.24210 2.76167 -1.56545 0.262
O 0.92728 4.05787 -1.82497 -0.486
C -0.38628 4.51305 -1.56250 -0.058
C -1.42860 3.87787 -2.47765 -0.650
H 5.71810 3.74169 -4.88352 0.210
H 4.05652 4.32552 -5.08164 0.215
H 5.00029 4.82633 -3.67939 0.215
H 5.03520 2.47374 -2.85055 0.169
H 4.07579 1.96918 -4.26920 0.170
H 3.71841 0.59657 -2.42518 0.218
H 2.36368 -0.90015 -1.05845 0.213
H -0.61223 0.24806 0.91011 0.222
H -3.63174 -0.73513 -3.76677 0.238
H -5.17948 -2.96029 -3.80622 0.228
H -3.63572 -5.51633 -1.53971 0.232
H -5.25184 -5.18335 -2.19348 0.229
H -4.83743 -4.71479 -0.53414 0.230
H -0.05238 -4.38780 -0.38556 0.507
H 2.27835 -1.63762 2.48601 0.231
H 2.47537 -0.05548 1.69705 0.219
H 1.65586 0.02992 4.11399 0.179
H 0.71610 0.95166 2.92779 0.200
H 0.62275 -2.64625 3.59912 0.220
H -1.09541 -2.57156 4.01645 0.202
H 0.19214 -3.00495 6.06961 0.198
H 1.21277 -1.57388 5.77372 0.155
H -1.63619 0.55253 6.39247 0.195
H 0.09496 0.60099 5.96316 0.156
H -1.26842 1.04395 3.93126 0.199
H -2.19151 -0.44879 4.21026 0.200
H -0.39139 2.24833 -0.27979 0.213
H -0.33048 5.59014 -1.74540 0.192
H -0.64860 4.35962 -0.50738 0.162
H -1.16588 4.06733 -3.51538 0.212
H -1.48341 2.80233 -2.32728 0.240
H -2.40355 4.31356 -2.27557 0.211
```

[3]
ORCA calculation (wB97M-V/def2-TZVPD) on a molecular structure, C4H7Cl2O3P in a non-equilibrium geometry.

Calculated total energy, eV: -44740.4649
Orbital gap, eV: 7.09
HOMO energy, eV: -2.366
Net charge: -2
Largest force on an atom, eV Å⁻¹: 3.625
Relative energy (zero: lowest compared OMol25 entry of this formula, charge and spin), kcal per mole: 43.1
Lowest unoccupied orbital energy, eV: 4.7

The geometry in XYZ format:
```
17
Properties=species:S:1:pos:R:3:nbo_charge:R:1
C -1.46478 0.01852 1.42175 -0.623
C 0.03324 0.00095 1.14037 -0.492
C 0.31554 0.40875 -1.47994 -0.169
C 0.27348 0.09395 -0.30399 -0.045
O -0.62528 -2.49444 -0.36653 -1.124
O 0.56666 -2.12341 -2.57859 -1.055
O 1.90281 -2.04796 -0.36601 -1.120
P 0.60525 -1.96930 -1.03183 2.433
Cl 5.06419 9.59233 4.89547 -1.000
Cl -1.65404 -0.74376 -3.45394 -0.702
H -2.10554 0.72027 0.84912 0.221
H -1.73913 0.11444 2.55484 0.197
H -2.08768 -0.90815 1.20601 0.254
H 0.52641 -0.91336 1.35367 0.280
H 0.58610 0.96080 1.36567 0.240
H 0.24842 0.86168 -2.42753 0.277
H -0.44565 -1.57130 -2.77854 0.430
```

[4]
ORCA calculation (wB97M-V/def2-TZVPD) on 7 unconnected molecules or ions with the total composition C26H55BNO12S6.

Calculated total energy, eV: -119600.0012
Orbital gap, eV: 6.14
HOMO energy, eV: -4.393
Net charge: -1
Largest force on an atom, eV Å⁻¹: 0.460
Lowest unoccupied orbital energy, eV: 1.7

The geometry in XYZ format:
```
101
Properties=species:S:1:pos:R:3:lowdin_charge:R:1
B 1.90545 -0.69155 -2.73953 -0.462
C 1.59624 -0.71759 -4.39594 -0.288
C 2.83916 -0.98398 -5.14062 -0.359
N 3.42815 -0.27000 -6.03122 0.016
H 2.96763 -0.07440 -2.55087 -0.017
H 2.05815 -1.84694 -2.34044 -0.014
H 0.99573 -0.11805 -2.17001 -0.030
H 0.89417 -1.53746 -4.59317 0.074
H 1.16391 0.23768 -4.72650 0.065
H 3.35164 -1.91648 -4.87877 0.092
H 2.86388 0.57150 -6.18791 0.014
C -3.80467 -0.84670 0.98803 -0.228
C -3.34836 0.52317 1.51266 -0.217
C -1.89945 0.37676 1.97302 -0.220
S -1.17414 -0.92513 0.96748 0.650
O -0.83763 -2.04651 1.81561 -0.331
O -0.18185 -0.34281 0.10594 -0.320
C -2.67575 -1.31796 0.07136 -0.215
H -4.75094 -0.77767 0.45340 0.106
H -3.92799 -1.53763 1.82468 0.098
H -3.41748 1.24674 0.69827 0.089
H -3.97919 0.87278 2.32627 0.089
H -1.29623 1.26725 1.80740 0.100
H -1.80972 0.06202 3.01109 0.082
H -2.67588 -2.38463 -0.14206 0.105
H -2.65374 -0.75283 -0.86070 0.107
C 4.66046 -3.13715 -8.86569 -0.221
C 4.79527 -4.58276 -9.37199 -0.225
C 4.12613 -5.49048 -8.33360 -0.227
S 2.84541 -4.47984 -7.55504 0.655
O 3.20882 -4.32025 -6.17337 -0.310
O 1.54343 -4.98062 -7.92234 -0.335
C 3.21168 -2.96506 -8.42988 -0.228
H 4.92825 -2.41049 -9.63184 0.112
H 5.31730 -2.97674 -8.00841 0.122
H 4.29020 -4.68420 -10.33549 0.110
H 5.83923 -4.86146 -9.51735 0.106
H 3.65024 -6.36976 -8.76103 0.094
H 4.81552 -5.78480 -7.54495 0.099
H 3.04797 -2.12421 -7.75180 0.078
H 2.53331 -2.91370 -9.28220 0.105
C 3.19357 -0.86415 4.29285 -0.208
C 3.27890 0.19611 3.18735 -0.203
C 1.90086 0.85195 3.07083 -0.194
S 1.15246 0.71604 4.70075 0.666
O 0.00970 -0.16259 4.61078 -0.330
O 1.00932 2.01391 5.31718 -0.338
C 2.48545 -0.19900 5.47138 -0.227
H 4.17903 -1.22989 4.58013 0.112
H 2.60149 -1.71355 3.94473 0.121
H 4.01769 0.94974 3.45884 0.062
H 3.56891 -0.24340 2.23321 0.126
H 1.94287 1.90533 2.80409 0.108
H 1.25370 0.31480 2.37718 0.087
H 2.05527 -0.89812 6.18471 0.102
H 3.12354 0.52434 5.97965 0.103
C 7.44363 3.65556 2.25685 -0.217
C 8.23641 4.05206 3.51134 -0.216
C 7.38026 3.68568 4.72847 -0.219
S 6.35435 2.29683 4.20973 0.658
O 4.97796 2.72651 4.22294 -0.323
O 6.74535 1.09905 4.90866 -0.323
C 6.92680 2.24541 2.51432 -0.221
H 8.05917 3.69053 1.35932 0.116
H 6.60264 4.33712 2.11388 0.121
H 9.17654 3.49742 3.53915 0.115
H 8.48088 5.11358 3.51457 0.111
H 7.96219 3.36928 5.59064 0.100
H 6.70090 4.48736 5.01136 0.103
H 6.09629 1.94400 1.87920 0.113
H 7.72521 1.50513 2.46520 0.111
C -8.44128 -2.27359 5.08022 -0.225
C -7.21424 -3.19108 4.98177 -0.214
C -6.51738 -2.88296 3.65357 -0.213
S -6.89276 -1.16044 3.27984 0.663
O -7.69867 -1.10234 2.08635 -0.318
O -5.69815 -0.36641 3.38774 -0.315
C -7.95389 -0.88106 4.69917 -0.232
H -8.87456 -2.28179 6.07975 0.112
H -9.21017 -2.60160 4.37717 0.118
H -6.53599 -2.98386 5.81169 0.118
H -7.49117 -4.24290 5.03881 0.113
H -5.43557 -2.98566 3.69624 0.104
H -6.91193 -3.47593 2.83042 0.106
H -8.74006 -0.18874 4.40733 0.105
H -7.33501 -0.44097 5.48119 0.107
C -4.71938 5.01462 -1.61382 -0.223
C -5.78828 4.58748 -0.59751 -0.217
C -6.43309 3.30127 -1.12338 -0.216
S -5.16932 2.48214 -2.11770 0.666
O -5.60918 2.44869 -3.48929 -0.317
O -4.73559 1.28241 -1.45392 -0.315
C -3.92336 3.75703 -1.93782 -0.222
H -4.07460 5.79862 -1.21864 0.114
H -5.19630 5.39545 -2.51987 0.117
H -5.31519 4.39489 0.36753 0.116
H -6.53714 5.36458 -0.44740 0.110
H -6.73263 2.61357 -0.33585 0.101
H -7.27528 3.49888 -1.78404 0.101
H -3.34847 3.80463 -2.85961 0.111
H -3.27698 3.45995 -1.11177 0.107
```